(1)
Below is a molecular structure, C22H50IrN3P3Se in a non-equilibrium geometry, with properties calculated with wB97M-V/def2-TZVPD.

As for the HOMO energy (spin up / spin down): -16.2 / -19.9 eV. For the strongest force on any atom, the calculation gives 3.2 eV Å⁻¹. Its charge is +4. Its energy relative to the best compared isomer or geometry (same formula, charge and spin) is 0.9672 eV. For the calculated total energy, the calculation gives -4560.64552 hartree. Its multiplicity is 6.

Structure (XYZ):
```
80
Properties=species:S:1:pos:R:3:lowdin_spin:R:1
Ir -0.15569 -0.51744 -0.26598 0.4890
P 0.81514 1.62511 0.40415 0.1048
P -0.43492 0.35246 -2.46009 0.0221
P 1.97828 -1.37361 -0.39651 0.0065
H -1.38940 -2.20868 1.73863 0.0297
C -0.33296 -1.95631 1.55651 0.1272
C 0.19849 -0.79271 2.12056 0.0219
H -0.48382 -0.07938 2.60760 0.0032
C -0.40373 2.87270 1.05064 0.0242
C 1.65754 2.72913 -0.83266 0.0123
C 2.05449 1.71510 1.77241 0.0185
C -1.36951 -0.86256 -3.45008 0.0228
C -1.31720 1.91888 -2.56308 0.0027
C 1.08040 0.58070 -3.51195 0.0000
C 2.84322 -2.14938 1.01534 -0.0011
C 3.34284 -0.30594 -1.04807 0.0001
C 2.01283 -2.73900 -1.62132 0.0112
H 0.27438 -2.81843 1.27591 0.0079
H 1.25129 -0.74860 2.45066 0.0013
H -0.58578 2.70894 2.12000 0.0000
H -1.35908 2.82115 0.51440 0.0004
H 0.00063 3.88842 0.92949 0.0041
H 1.02931 2.92110 -1.71172 0.0003
H 2.61686 2.30855 -1.15574 -0.0001
H 1.85992 3.69259 -0.33762 0.0034
H 1.62922 1.33401 2.70588 0.0001
H 2.34275 2.76533 1.92092 0.0045
H 2.96384 1.14352 1.53963 0.0001
H -1.75427 -0.34945 -4.34099 0.0022
H -2.19181 -1.29367 -2.86277 0.0096
H -0.70141 -1.68064 -3.75291 0.0010
H -0.96260 2.49872 -3.42395 0.0001
H -1.18328 2.52772 -1.66348 -0.0001
H -2.38891 1.74630 -2.71252 0.0001
H 0.73339 0.91096 -4.50565 -0.0002
H 1.62496 -0.37058 -3.63018 0.0005
H 1.75018 1.35260 -3.10366 0.0000
H 3.74081 -2.65840 0.63464 -0.0002
H 2.22785 -2.89372 1.52753 0.0001
H 3.16678 -1.39957 1.74512 0.0001
H 4.23744 -0.93722 -1.15406 -0.0001
H 3.59658 0.51770 -0.37076 0.0000
H 3.12123 0.10977 -2.03685 0.0000
H 2.96254 -3.26469 -1.50085 0.0016
H 1.94203 -2.38149 -2.65105 0.0009
H 1.18383 -3.43009 -1.45234 0.0013
C -1.85936 -4.84895 -0.01359 0.5335
C -1.80156 -5.19777 1.35636 0.5953
C -1.89097 -6.53430 1.74142 0.3170
C -1.97012 -7.55567 0.79127 0.3777
C -1.89608 -7.22290 -0.57287 0.4846
C -1.82800 -5.88330 -0.98286 0.4163
Se -2.19477 -3.07209 -0.44361 1.1409
H 0.37026 -1.16361 -1.67422 0.0568
H -1.78350 -4.40171 2.10296 0.0295
H -1.92190 -6.77167 2.81457 0.0051
H -2.09540 -8.59064 1.10047 0.0094
H -1.91128 -8.01409 -1.32196 0.0153
H -1.83239 -5.61543 -2.03495 0.0130
C -4.42512 1.56882 -0.57876 0.0012
N -4.11140 1.14676 0.77122 0.0164
C -5.09714 1.49483 1.77826 0.0017
C -2.94651 0.51169 1.05311 0.0031
N -2.19772 0.13451 0.03313 0.0333
N -2.65934 0.21500 2.41059 0.0005
C -2.60885 1.32035 3.39047 0.0001
C -3.33450 -0.97692 2.97092 0.0036
H -5.37960 2.07433 -0.52945 0.0000
H -4.52771 0.71868 -1.25229 0.0003
H -3.68276 2.27105 -0.96049 0.0004
H -5.28826 0.67063 2.47158 0.0004
H -4.82358 2.39282 2.35023 0.0009
H -6.02444 1.70409 1.24568 0.0001
H -2.79417 0.25065 -0.78456 0.0024
H -3.46984 1.30210 4.07523 0.0000
H -1.69173 1.20628 3.98388 0.0000
H -2.56373 2.29194 2.88970 0.0000
H -3.18886 -1.83016 2.29515 0.0067
H -2.88194 -1.19546 3.95050 0.0001
H -4.41926 -0.81814 3.11126 0.0001
```

=====

(2)
Below is C4H7N in the gas phase in a non-equilibrium geometry, with properties calculated with wB97M-V/def2-TZVPD.

As for the HOMO energy (spin up / spin down): -7.9 / -7.8 eV. For the strongest force on any atom, the calculation gives 3.6 eV Å⁻¹. Its energy relative to the best compared isomer or geometry (same formula, charge and spin) is 5.2563 eV. For the calculated total energy, the calculation gives -211.16751 hartree. As for the SMILES: C=C1CN1C.

Structure (XYZ):
```
12
Properties=species:S:1:pos:R:3:lowdin_charge:R:1
C 1.21805 -1.31258 -1.12555 0.0597
C 0.67179 -0.53731 -0.18301 -0.3392
C -0.62811 -0.71269 0.48953 -0.1107
N -0.29131 0.41747 -0.42014 -0.0712
C -0.47922 1.60147 0.53064 -0.0781
H 0.77342 -1.43673 -2.10608 0.0659
H 2.19255 -1.76160 -0.98072 0.0524
H -0.58568 -0.64610 1.56665 0.0933
H -1.33851 -1.40654 0.06526 0.1013
H -1.51236 1.73369 0.86469 0.0805
H -0.22757 2.46847 -0.08314 0.0681
H 0.20695 1.59245 1.38186 0.0782
```

=====

(3)
Below is a molecular structure, C15H20Cl3GaGeN4O2S in a non-equilibrium geometry, with properties calculated with wB97M-V/def2-TZVPD.

As for the HOMO energy (spin up / spin down): -17.4 / -17.4 eV. For the strongest force on any atom, the calculation gives 2.6 eV Å⁻¹. Its charge is +3. For the calculated total energy, the calculation gives -6732.75378 hartree. Its multiplicity is 2.

Structure (XYZ):
```
47
Properties=species:S:1:pos:R:3:lowdin_spin:R:1
Ga -1.09048 -0.34646 -1.16731 0.0089
O 5.63932 -0.97446 -0.09931 0.0000
C 5.17412 -1.01986 -1.40931 0.0000
C 3.68452 -0.90056 -1.41781 0.0000
C 2.96412 -0.68336 -2.59561 0.0000
C 1.59382 -0.54766 -2.52481 -0.0001
N 0.92742 -0.63116 -1.36991 -0.0001
C 1.59202 -0.86266 -0.22141 0.0000
C 2.97202 -0.99656 -0.21781 0.0000
C 0.74012 -0.97686 0.98049 0.0002
C 1.24052 -1.26856 2.24099 0.0001
C 0.37002 -1.44346 3.31939 0.0000
C 0.88452 -1.80696 4.67389 0.0000
O 2.26002 -2.01556 4.64449 0.0000
C -1.00038 -1.28696 3.08459 0.0000
C -1.43208 -0.96056 1.81939 0.0002
N -0.58878 -0.81346 0.78749 0.0022
H 6.60442 -0.97946 -0.06791 0.0000
H 5.45212 -1.97056 -1.90301 0.0000
H 5.60642 -0.21956 -2.03191 0.0000
H 3.47072 -0.60106 -3.54411 0.0000
H 0.98682 -0.36376 -3.40651 -0.0001
H 3.53392 -1.16826 0.68509 0.0000
H 2.29872 -1.37306 2.41799 0.0000
H 0.33492 -2.70266 5.01609 0.0000
H 0.62062 -0.99706 5.38129 0.0000
H 2.57442 -2.35046 5.49519 0.0000
H -1.71128 -1.42816 3.88359 0.0000
H -2.48578 -0.82196 1.60939 0.0000
C -2.97018 3.66284 1.57619 0.0000
N -2.21598 2.84044 0.64459 0.0002
C -2.45008 2.78374 -0.65871 0.0003
S -1.29698 1.89024 -1.67911 0.0041
N -3.43348 3.43514 -1.22371 0.0003
C -3.86908 3.39374 -2.59881 0.0000
H -2.57358 3.51164 2.57459 0.0000
H -4.02338 3.38374 1.57489 0.0000
H -2.87278 4.72464 1.34119 0.0000
H -1.35338 2.43654 0.99039 0.0000
H -3.98648 4.06254 -0.64621 0.0000
H -3.24428 2.72884 -3.18681 0.0000
H -3.82948 4.39694 -3.02791 0.0000
H -4.90228 3.04884 -2.63401 0.0000
Cl -1.89338 -5.40866 -4.09371 0.2230
Ge -2.18528 -3.41546 -4.79111 0.4561
Cl -4.06558 -3.22126 -5.75391 0.2257
Cl -2.05118 -1.74316 -2.47041 0.0788
```

=====

Please write out number 3 again, unchanged.
Below is a molecular structure, C15H20Cl3GaGeN4O2S in a non-equilibrium geometry, with properties calculated with wB97M-V/def2-TZVPD.

As for the HOMO energy (spin up / spin down): -17.4 / -17.4 eV. For the strongest force on any atom, the calculation gives 2.6 eV Å⁻¹. Its charge is +3. For the calculated total energy, the calculation gives -6732.75378 hartree. Its multiplicity is 2.

Structure (XYZ):
```
47
Properties=species:S:1:pos:R:3:lowdin_spin:R:1
Ga -1.09048 -0.34646 -1.16731 0.0089
O 5.63932 -0.97446 -0.09931 0.0000
C 5.17412 -1.01986 -1.40931 0.0000
C 3.68452 -0.90056 -1.41781 0.0000
C 2.96412 -0.68336 -2.59561 0.0000
C 1.59382 -0.54766 -2.52481 -0.0001
N 0.92742 -0.63116 -1.36991 -0.0001
C 1.59202 -0.86266 -0.22141 0.0000
C 2.97202 -0.99656 -0.21781 0.0000
C 0.74012 -0.97686 0.98049 0.0002
C 1.24052 -1.26856 2.24099 0.0001
C 0.37002 -1.44346 3.31939 0.0000
C 0.88452 -1.80696 4.67389 0.0000
O 2.26002 -2.01556 4.64449 0.0000
C -1.00038 -1.28696 3.08459 0.0000
C -1.43208 -0.96056 1.81939 0.0002
N -0.58878 -0.81346 0.78749 0.0022
H 6.60442 -0.97946 -0.06791 0.0000
H 5.45212 -1.97056 -1.90301 0.0000
H 5.60642 -0.21956 -2.03191 0.0000
H 3.47072 -0.60106 -3.54411 0.0000
H 0.98682 -0.36376 -3.40651 -0.0001
H 3.53392 -1.16826 0.68509 0.0000
H 2.29872 -1.37306 2.41799 0.0000
H 0.33492 -2.70266 5.01609 0.0000
H 0.62062 -0.99706 5.38129 0.0000
H 2.57442 -2.35046 5.49519 0.0000
H -1.71128 -1.42816 3.88359 0.0000
H -2.48578 -0.82196 1.60939 0.0000
C -2.97018 3.66284 1.57619 0.0000
N -2.21598 2.84044 0.64459 0.0002
C -2.45008 2.78374 -0.65871 0.0003
S -1.29698 1.89024 -1.67911 0.0041
N -3.43348 3.43514 -1.22371 0.0003
C -3.86908 3.39374 -2.59881 0.0000
H -2.57358 3.51164 2.57459 0.0000
H -4.02338 3.38374 1.57489 0.0000
H -2.87278 4.72464 1.34119 0.0000
H -1.35338 2.43654 0.99039 0.0000
H -3.98648 4.06254 -0.64621 0.0000
H -3.24428 2.72884 -3.18681 0.0000
H -3.82948 4.39694 -3.02791 0.0000
H -4.90228 3.04884 -2.63401 0.0000
Cl -1.89338 -5.40866 -4.09371 0.2230
Ge -2.18528 -3.41546 -4.79111 0.4561
Cl -4.06558 -3.22126 -5.75391 0.2257
Cl -2.05118 -1.74316 -2.47041 0.0788
```